Computed, not measured: a structure of composition C53H91CrOP2Si5Te, with the ωB97M-V functional and the def2-TZVPD basis.

Properties
Total charge: -1
Spin multiplicity: 5
Orbital gap (spin up / spin down) (eV): 6.1 / 6.3

Element x y z (Å)
Cr 0.33789 0.13258 -0.88775
C -2.92445 -0.50996 1.58849
Si -1.07959 -0.61529 1.08097
C -0.39031 0.31336 2.62666
C -0.55495 -0.10767 3.94836
C -0.05853 0.62817 5.01577
C 0.63270 1.80825 4.77283
C 0.78047 2.26793 3.46856
C 0.24522 1.55142 2.39748
P 0.29642 2.07275 0.62453
C 1.48064 3.49346 0.55630
C 2.89147 3.00273 0.94968
C 3.92740 4.12804 1.17004
C 3.40161 5.49023 0.73359
C 2.13937 5.79938 1.52873
C 1.00071 4.80030 1.22914
C -1.32689 2.97674 0.32155
C -2.14301 3.33366 1.58077
C -3.61243 3.64270 1.23496
C -3.72495 4.26773 -0.15290
C -3.28766 3.25273 -1.22580
C -2.23948 2.26371 -0.68735
C -0.69377 -2.51246 1.21285
C -1.73150 -3.45099 1.16606
C -1.50218 -4.78888 0.85591
C -0.21991 -5.21858 0.55966
C 0.83333 -4.31430 0.60977
C 0.61840 -2.98333 0.94768
P 1.92075 -1.70370 1.14754
C 3.15920 -1.72244 -0.22567
C 3.96830 -0.42738 0.00015
C 5.12807 -0.32301 -0.98073
C 6.13581 -1.48129 -0.80413
C 5.52579 -2.67945 -0.06406
C 4.08023 -2.92737 -0.49191
C 2.94304 -2.32341 2.58802
C 3.04186 -3.83441 2.80541
C 3.93826 -4.15969 4.00649
C 3.42072 -3.49794 5.28185
C 3.31718 -1.98763 5.08309
C 2.44380 -1.65213 3.87603
H -3.10332 -1.15392 2.45853
H -3.62485 -0.79775 0.79916
H -3.17553 0.51229 1.88648
H -1.06264 -1.04980 4.14051
H -0.18363 0.27250 6.03299
H 1.04735 2.37985 5.59542
H 1.31872 3.19345 3.31014
H 1.51712 3.68370 -0.52074
H 3.23189 2.36973 0.13396
H 2.85037 2.35929 1.83034
H 4.85233 3.88524 0.64314
H 4.18153 4.19517 2.23256
H 3.18234 5.48852 -0.33952
H 4.15813 6.25893 0.90769
H 1.79211 6.81423 1.32449
H 2.39674 5.76637 2.59278
H 0.29505 5.28418 0.55344
H 0.44371 4.60147 2.14170
H -1.00149 3.90145 -0.16154
H -1.69536 4.19714 2.07964
H -2.10406 2.51326 2.29792
H -4.03928 4.30039 1.99562
H -4.20066 2.71891 1.25395
H -3.08751 5.15785 -0.19369
H -4.74594 4.60659 -0.34403
H -2.88084 3.78073 -2.09293
H -4.15828 2.69157 -1.57658
H -1.66012 1.86145 -1.51387
H -2.72801 1.41501 -0.20960
H -2.74931 -3.12902 1.36748
H -2.32731 -5.49146 0.83350
H -0.04056 -6.24995 0.28152
H 1.83186 -4.65559 0.35413
H 2.55697 -1.56230 -1.12368
H 4.34945 -0.37507 1.02881
H 3.29107 0.41609 -0.11587
H 5.63335 0.63976 -0.86787
H 4.71225 -0.33497 -1.98760
H 7.01327 -1.13242 -0.25341
H 6.49191 -1.80556 -1.78567
H 5.56330 -2.50628 1.01538
H 6.12438 -3.57530 -0.25149
H 3.70472 -3.83168 -0.01379
H 4.06667 -3.12683 -1.56600
H 3.94664 -1.93437 2.38345
H 3.43183 -4.34290 1.92174
H 2.03943 -4.23703 2.98593
H 4.95524 -3.80099 3.80492
H 3.99956 -5.24378 4.13310
H 4.06622 -3.73616 6.13133
H 2.42529 -3.89739 5.50969
H 4.32296 -1.57874 4.92289
H 2.91463 -1.50548 5.97843
H 2.39125 -0.57084 3.73537
H 1.41991 -1.99183 4.06802
C -2.08974 -4.69329 -4.62356
Si -0.82599 -3.70573 -5.60417
C -1.60388 -2.07400 -6.09848
C -0.61688 -4.62909 -7.23558
Si 1.02986 -3.32193 -4.21185
Te -0.18910 -1.81021 -2.69036
Si 1.93483 -5.45450 -3.84560
C 0.88672 -6.61886 -2.80231
C 3.69616 -5.63971 -3.19429
C 2.01428 -6.28561 -5.54021
Si 2.59678 -2.14210 -5.47849
C 3.05091 -2.95775 -7.12391
C 4.23041 -1.88562 -4.59798
C 1.90568 -0.44440 -5.83898
H -3.08422 -4.59881 -5.07292
H -2.14066 -4.33748 -3.58904
H -1.82304 -5.75607 -4.60470
H -2.60727 -2.25394 -6.50037
H -1.00911 -1.57287 -6.87051
H -1.67830 -1.39925 -5.24238
H -1.55002 -4.52396 -7.79906
H -0.43061 -5.69337 -7.09261
H 0.19184 -4.23039 -7.85303
H 1.17218 -6.58726 -1.74864
H 1.03130 -7.64228 -3.16567
H -0.17966 -6.38017 -2.86496
H 3.72415 -5.72460 -2.10588
H 4.35497 -4.81475 -3.47676
H 4.11462 -6.55693 -3.62050
H 1.02311 -6.59208 -5.87627
H 2.63401 -7.18443 -5.45348
H 2.44369 -5.64779 -6.31825
H 3.89581 -3.64176 -6.99436
H 3.34382 -2.18917 -7.84646
H 2.22812 -3.52914 -7.55728
H 4.71723 -2.83331 -4.34824
H 4.08642 -1.32363 -3.67327
H 4.90599 -1.31444 -5.24310
H 1.03525 -0.49888 -6.50153
H 2.66736 0.18111 -6.31675
H 1.57912 0.04646 -4.91465
C 1.55990 3.33560 -4.48308
C 0.32331 2.70385 -4.38595
C 0.10018 1.74454 -3.40193
C 1.06751 1.38394 -2.44144
C 2.30171 2.03363 -2.59518
C 2.55899 2.97777 -3.58994
H 1.74350 4.07791 -5.25074
H -0.46532 2.94708 -5.09015
H -0.85902 1.23493 -3.40744
H 3.12374 1.78049 -1.92802
H 3.54339 3.42897 -3.66685
C -4.39617 -0.46071 -2.25924
O -3.12565 -0.77183 -1.72422
H -5.15303 -0.32052 -1.47757
H -4.74877 -1.22441 -2.95872
H -4.28859 0.47716 -2.80310
H -3.14351 -1.64384 -1.31651

Forces on atoms 1 to 2 (eV/Å):
0.25 0.55 -0.24
-0.18 -0.13 -0.13